(1)
DFT (the ωB97M-V functional and the def2-TZVPD basis) results for a cluster of 5 separate species, C40H52N8O5S2 in total at a distorted geometry.

Geometry as XYZ:
```
107
C40H52N8O5S2, DFT the ωB97M-V functional and the def2-TZVPD basis
C -0.9850 0.5728 -0.6275
C -0.9882 -0.9579 -0.4393
C -1.8024 -1.4418 0.7491
N -1.3095 -1.0909 2.0959
C 0.0618 -0.9351 2.2954
C 1.0015 -1.8956 2.1975
C 0.6889 -3.3294 1.8912
C 1.7028 -4.0944 1.0097
C 2.1713 -3.3762 -0.2645
C 1.7980 -4.0974 -1.5488
N 0.3687 -3.9742 -1.9041
C -0.3562 -5.1601 -1.8507
C -1.6590 -5.1299 -1.0676
O 0.0292 -6.1720 -2.3788
C 2.3848 -1.4755 2.4653
O 3.3523 -2.0858 2.0542
C 2.6426 -0.2816 3.3163
C 3.9803 -0.2726 3.9809
C 4.0508 -1.4970 4.8844
O 3.1698 -1.7738 5.6384
O 5.1383 -2.2683 4.7969
C 1.7069 0.6617 3.4283
C 1.8227 1.9052 4.2414
C 2.6610 2.9893 3.5215
C 1.7578 4.1509 3.1249
S 2.5846 5.3364 2.0569
C 2.3038 4.6780 0.4647
S 1.1610 3.5678 0.1206
N 3.1390 5.1921 -0.5108
C 3.9954 6.2888 -0.4060
C 4.6276 6.4178 -1.5998
N 4.2036 5.4063 -2.4659
C 3.3274 4.7045 -1.7906
C 0.4496 0.4444 2.6920
O -0.2758 1.3875 2.4580
H -1.5752 1.0840 0.1240
H 0.0321 0.9428 -0.5099
H -1.2813 0.8314 -1.6373
H 0.0228 -1.3525 -0.4632
H -1.4889 -1.3638 -1.3218
H -2.0004 -2.5079 0.6514
H -2.7743 -0.9610 0.6515
H -1.7477 -0.2252 2.3825
H 0.6694 -3.8372 2.8582
H -0.3020 -3.4567 1.4720
H 1.1998 -5.0092 0.6904
H 2.5362 -4.4279 1.6134
H 1.8734 -2.3309 -0.3055
H 3.2582 -3.3680 -0.2555
H 2.3830 -3.6274 -2.3404
H 2.1020 -5.1373 -1.5306
H -0.0943 -3.2420 -1.3854
H -2.1309 -4.1667 -1.2504
H -1.4114 -5.2292 -0.0150
H -2.2759 -5.9415 -1.4264
H 4.1474 0.6270 4.5574
H 4.7307 -0.3741 3.1989
H 5.7407 -1.9318 4.1236
H 2.3185 1.6456 5.1726
H 0.8386 2.2783 4.5014
H 3.0832 2.5843 2.6064
H 3.4655 3.3380 4.1630
H 0.8964 3.7492 2.5973
H 1.4057 4.7128 3.9843
H 4.0915 6.8781 0.4845
H 5.3402 7.1793 -1.8500
H 2.8367 3.8454 -2.2088
N -4.4644 -0.8972 -2.3893
C -4.6423 -0.1263 -3.5062
C -5.2988 1.0148 -3.1301
C -5.5300 0.9270 -1.7318
C -5.0083 -0.2604 -1.3034
H -4.0060 -1.7895 -2.3725
H -4.2815 -0.4517 -4.4665
H -5.5772 1.8247 -3.7823
H -6.0197 1.6575 -1.1113
H -4.9690 -0.6990 -0.3204
N -5.4790 3.8706 0.9187
C -4.4270 3.0543 1.2349
C -3.2881 3.8132 1.2286
C -3.6687 5.1424 0.8967
C -5.0251 5.1454 0.7133
H -6.4360 3.5802 0.8471
H -4.5783 2.0073 1.4352
H -2.2923 3.4567 1.4379
H -3.0197 5.9968 0.8036
H -5.7032 5.9404 0.4554
N 5.4144 3.2977 -4.8091
C 6.0380 3.3990 -6.0199
C 6.2524 2.1308 -6.4937
C 5.7329 1.2276 -5.5282
C 5.2223 1.9801 -4.5028
H 5.1379 4.0744 -4.2287
H 6.2756 4.3609 -6.4406
H 6.7271 1.8787 -7.4271
H 5.7337 0.1517 -5.5809
H 4.7408 1.6899 -3.5844
N -5.5577 -3.9984 -0.3972
C -5.3982 -4.9237 -1.3934
C -5.8434 -6.1285 -0.9223
C -6.2902 -5.9222 0.4117
C -6.1028 -4.5990 0.7056
H -5.3148 -3.0286 -0.4645
H -4.9853 -4.6461 -2.3486
H -5.8497 -7.0550 -1.4711
H -6.7034 -6.6614 1.0768
H -6.3100 -4.0353 1.5989
```

Values from the calculation:
Kohn-Sham gap = 6.617 eV
HOMO energy = -8.00 eV
SMILES string = CCCNC1=C(CCCCNC(C)=O)C(=O)C(CC(=O)O)=C(CCCSC(=S)n2ccnc2)C1=O.c1cc[nH]c1.c1cc[nH]c1.c1cc[nH]c1.c1cc[nH]c1
DFT total energy = -86151.2266 eV
Largest force on an atom = 1.5 eV/Å

=====

(2)
DFT (the ωB97M-V functional and the def2-TZVPD basis) results for a structure of composition C40H53InN3O9P4Te at a distorted geometry.

Geometry as XYZ:
```
111
C40H53InN3O9P4Te, DFT the ωB97M-V functional and the def2-TZVPD basis
In 0.1665 -0.4243 -0.0525
C 3.4090 -1.0258 0.5885
P 2.8210 -0.7230 -1.1541
C 4.2276 0.2975 -1.7244
C 4.3156 1.6195 -1.2903
C 5.4242 2.3870 -1.6140
C 6.4418 1.8502 -2.3881
C 6.3500 0.5404 -2.8371
C 5.2496 -0.2357 -2.5076
C 2.9738 -2.2276 -2.1746
C 3.6420 -3.3851 -1.7906
C 3.6260 -4.5029 -2.6140
C 2.9425 -4.4749 -3.8192
C 2.2985 -3.3120 -4.2236
C 2.3108 -2.1953 -3.4040
C 2.9433 0.2169 1.2914
C 3.5971 1.2866 1.8595
C 2.6055 2.2407 2.2233
C 1.3884 1.7108 1.8555
C -0.0191 2.2249 1.8876
P -0.6244 2.1112 0.1321
C 0.4331 3.3594 -0.6551
C 0.5582 4.6274 -0.0872
C 1.4517 5.5415 -0.6174
C 2.2246 5.2001 -1.7205
C 2.0822 3.9529 -2.3059
C 1.1923 3.0312 -1.7719
C -2.3209 2.7454 0.1018
C -3.3085 1.9409 0.6655
C -4.6440 2.2749 0.5167
C -4.9987 3.4067 -0.2040
C -4.0154 4.2104 -0.7608
C -2.6767 3.8832 -0.6142
N 1.5956 0.4721 1.3060
H 4.4878 -1.1537 0.6547
H 2.8942 -1.9031 0.9953
H 3.5237 2.0491 -0.6944
H 5.4888 3.4091 -1.2626
H 7.3033 2.4515 -2.6476
H 7.1392 0.1199 -3.4466
H 5.1905 -1.2574 -2.8595
H 4.1889 -3.4148 -0.8555
H 4.1469 -5.4028 -2.3138
H 2.9204 -5.3513 -4.4535
H 1.7922 -3.2794 -5.1813
H 1.8124 -1.2811 -3.6995
H 4.6622 1.3849 1.9999
H 2.7809 3.1974 2.6897
H -0.0730 3.2355 2.2871
H -0.6546 1.5619 2.4801
H -0.0441 4.9015 0.7703
H 1.5536 6.5204 -0.1677
H 2.9406 5.9075 -2.1181
H 2.6813 3.6888 -3.1678
H 1.0871 2.0459 -2.2118
H -3.0103 1.0304 1.1704
H -5.4165 1.6487 0.9467
H -6.0438 3.6464 -0.3513
H -4.2934 5.0841 -1.3357
H -1.9174 4.4999 -1.0749
N -1.6383 -2.0871 -4.0711
C -2.3716 -1.0751 -3.2156
C -3.7094 -0.6616 -3.7834
P -1.1690 0.3257 -2.9967
O -0.7367 0.4935 -4.5606
O -1.7384 1.5725 -2.4706
O 0.0167 -0.3297 -2.3096
P -2.3359 -1.8441 -1.5259
O -3.7309 -2.6238 -1.3990
O -2.2324 -0.8183 -0.4339
O -1.2282 -2.8491 -1.7103
H -0.9724 -1.6206 -4.6896
H -2.2701 -2.6861 -4.5973
H -1.1279 -2.6692 -3.3262
H -3.5995 -0.2799 -4.8000
H -4.1174 0.1398 -3.1672
H -4.4162 -1.4928 -3.7778
H -0.8059 1.4267 -4.8143
H -4.2145 -2.3709 -0.5996
C 2.2230 -1.2395 4.4273
O 1.3237 -1.4157 3.3418
H 3.2370 -1.0296 4.0737
H 2.2310 -2.1652 5.0029
H 1.9108 -0.4193 5.0809
H 1.3262 -0.5976 2.8249
O -3.0868 -2.2538 2.6761
C -2.5764 -1.1132 3.1161
O -1.6539 -0.5576 2.5606
C -3.2578 -0.5776 4.3926
N -4.2457 -1.5760 4.8406
C -5.5970 -0.9812 4.7961
C -5.4617 0.1470 3.7771
C -4.0675 0.6942 4.0882
H -2.4652 -0.3834 5.1160
H -4.0274 -1.9764 5.7419
H -3.7832 -2.4778 3.3625
H -5.8922 -0.5686 5.7650
H -6.3233 -1.7395 4.5051
H -6.2416 0.8952 3.9000
H -5.5051 -0.2400 2.7561
H -4.1133 1.3244 4.9765
H -3.6264 1.2674 3.2755
C 0.9553 -4.1940 0.3644
Te -0.5962 -2.9375 1.1328
C -0.2165 -3.6895 3.1071
H 1.8512 -4.0509 0.9654
H 1.1407 -3.9186 -0.6699
H 0.6431 -5.2343 0.4178
H -0.7575 -4.6355 3.1475
H -0.5957 -3.0136 3.8656
H 0.8424 -3.8566 3.2711
```

Values from the calculation:
Kohn-Sham gap = 7.105 eV
HOMO energy = -9.51 eV
Total charge = +1
DFT total energy = -114862.7527 eV
ΔE to the lowest compared entry with this formula, charge and spin = 0.770 eV
Largest force on an atom = 1.2 eV/Å